This record from the OMol25 dataset describes a molecular structure, C39H46BeOP2. The level of theory is the ωB97M-V functional and the def2-TZVPD basis.

Geometry (Å):
Be -3.4455 -3.7054 0.6927
C 0.7459 -4.7282 3.2799
C 1.4162 -3.5780 3.3868
C 2.5740 -3.1106 2.5494
C 2.2450 -2.5634 1.1392
C 1.5734 -3.4931 0.1711
C 1.4117 -4.8207 0.2686
C 2.0728 -5.7258 1.2595
C 1.2598 -5.9349 2.5967
C -4.2891 -3.3703 -0.8126
H -0.1899 -4.8584 3.8151
H 1.1749 -2.8569 4.1822
H 3.3623 -3.8758 2.4237
H 3.0361 -2.2463 3.0819
H 1.6575 -1.6259 1.2569
H 3.1928 -2.2672 0.6563
H 1.1934 -2.9928 -0.7467
H 0.7797 -5.3354 -0.4826
H 3.1172 -5.4696 1.4903
H 2.0923 -6.7195 0.7735
H 0.4181 -6.6238 2.4020
H 1.9549 -6.4728 3.2830
H -5.3503 -3.5569 -1.0010
H -3.7635 -3.8397 -1.6591
H -4.1530 -2.2917 -0.9135
P -0.0107 4.2447 0.3332
P 0.1353 3.5966 -2.7387
C 1.6023 4.0350 -0.4607
C 1.6610 3.8978 -1.8042
C 0.3214 5.8415 1.2287
C 1.5906 6.3594 1.5060
C 1.7430 7.5468 2.2192
C 0.6226 8.2755 2.6254
C -0.6562 7.8082 2.2903
C -0.8087 6.6106 1.5906
C 0.1395 2.9211 1.6198
C -0.0809 1.5994 1.1881
C 0.0610 0.5481 2.0963
C 0.3146 0.8279 3.4495
C 0.5415 2.1390 3.8694
C 0.4658 3.2000 2.9542
C 0.5268 4.8273 -4.1040
C 0.5661 6.1905 -3.7444
C 0.9304 7.1581 -4.6852
C 1.2330 6.7807 -5.9994
C 1.1904 5.4331 -6.3591
C 0.8291 4.4653 -5.4209
C 0.5506 2.0208 -3.5801
C -0.5209 1.3852 -4.2341
C -0.2989 0.2035 -4.9409
C 0.9913 -0.3504 -4.9814
C 2.0482 0.2723 -4.3151
C 1.8333 1.4546 -3.5932
H 2.4980 4.0249 0.1801
H 2.5910 4.0148 -2.3894
H 2.4841 5.8305 1.1598
H 2.7491 7.9055 2.4648
H 0.7455 9.2042 3.1851
H -1.5310 8.3859 2.5886
H -1.8053 6.2644 1.3248
H -0.3448 1.4011 0.1443
H -0.0389 -0.4813 1.7556
H 0.3422 0.0075 4.1718
H 0.7760 2.3597 4.9091
H 0.6678 4.2245 3.2662
H 0.3472 6.4880 -2.7193
H 0.9704 8.2070 -4.3961
H 1.5112 7.5399 -6.7326
H 1.4338 5.1336 -7.3829
H 0.8187 3.4119 -5.7206
H -1.5243 1.8225 -4.1935
H -1.1219 -0.2848 -5.4561
H 1.1689 -1.2815 -5.5257
H 3.0537 -0.1503 -4.3389
H 2.6467 1.9337 -3.0535
C -5.0152 -6.5842 1.7985
C -3.5329 -6.2229 1.8654
C -3.0716 -6.5932 3.2720
C -2.6711 -7.0208 0.8850
O -3.3364 -4.8360 1.6222
H -5.1782 -7.6410 2.0893
H -5.4259 -6.4416 0.7881
H -5.5805 -5.9609 2.5165
H -3.3256 -7.6573 3.4297
H -1.9862 -6.5030 3.4130
H -3.5992 -6.0282 4.0514
H -2.9855 -6.8658 -0.1544
H -1.6140 -6.7275 0.9872
H -2.7241 -8.1092 1.0920

Force components x, y, z for each atom (eV/Å):
-1.49 -3.01 0.02
0.44 0.71 0.50
-0.24 0.38 0.18
1.20 0.38 0.03
0.17 0.14 0.04
-0.71 -0.22 -0.53
0.00 0.64 -0.62
-0.62 -1.07 0.62
0.52 -0.93 -1.06
1.00 0.83 0.24
0.21 0.04 0.34
-0.62 -0.24 -0.58
-0.36 0.46 0.36
-0.10 -0.68 -0.28
0.26 -0.63 -0.26
-0.15 0.17 0.31
-0.05 -0.35 0.78
0.54 0.45 0.33
-0.53 0.00 -0.27
0.24 0.32 0.30
0.35 0.19 -0.01
-0.56 0.25 -0.23
0.10 -0.17 0.68
0.09 0.16 0.26
-0.13 0.25 -0.59
-0.30 0.11 0.55
-0.06 0.64 -0.98
0.48 -0.37 -0.92
0.35 0.35 0.82
-0.42 0.17 0.05
0.11 -0.19 0.05
0.00 0.23 0.07
-0.11 -0.34 -0.20
0.30 0.05 0.07
0.56 -0.11 0.14
0.10 0.43 0.11
0.26 0.11 0.44
-0.17 0.45 0.20
0.15 -0.08 -0.22
-0.16 0.22 -0.25
-0.05 -0.80 -0.19
0.02 0.04 0.14
0.20 -0.24 -0.43
-0.13 -0.34 -0.07
0.01 -0.07 0.22
-0.12 0.20 -0.05
0.10 -0.08 0.04
-0.01 -0.03 0.07
0.41 -0.16 -0.07
0.46 0.06 0.14
-0.17 0.10 0.02
-0.06 0.23 0.26
-0.58 -0.34 -0.48
-0.22 0.25 -0.51
-0.26 -0.37 0.57
-0.34 0.21 0.28
-0.42 -0.12 -0.15
-0.07 -0.27 -0.17
0.17 -0.16 -0.12
0.16 -0.01 0.06
0.14 0.07 0.32
-0.16 0.22 0.16
0.10 0.28 -0.25
-0.07 -0.15 -0.16
-0.09 -0.27 -0.03
0.00 -0.05 -0.17
-0.01 -0.21 -0.05
-0.07 -0.24 0.20
-0.09 0.10 0.37
-0.03 0.40 0.15
0.38 -0.13 0.01
0.14 0.04 0.09
-0.07 0.33 0.15
-0.31 0.00 -0.04
-0.12 -0.17 -0.19
-0.46 -0.07 -0.16
0.42 0.09 0.26
0.05 -0.44 0.49
0.05 -0.49 -0.23
0.23 1.23 -0.35
0.16 0.50 -0.22
0.10 0.06 0.28
0.24 -0.20 -0.40
0.18 0.38 0.02
-0.24 0.20 -0.10
0.17 0.06 -0.26
0.04 0.07 0.18
-0.37 0.03 -0.05
-0.08 0.53 -0.06

Values from the calculation:
LUMO level	0.113	eV
DFT total energy	-2286.32886	a.u.
highest occupied orbital energy	-7.7	eV
HOMO-LUMO gap	7.852	eV
relative energy (zero: lowest compared OMol25 entry of this formula, charge and spin)	0.0	kcal/mol

---

This record from the OMol25 dataset describes a molecular structure, C39H46MgP2. The level of theory is the ωB97M-V functional and the def2-TZVPD basis.

Geometry (Å):
Mg 1.6184 -1.1554 2.8943
C -3.1780 0.3999 5.1723
C -3.2788 0.4288 3.8415
C -3.6321 1.6212 3.0113
C -2.3446 2.2009 2.3876
C -1.4957 2.9705 3.3585
C -1.6948 3.2688 4.6470
C -2.8473 3.0015 5.5654
C -3.0023 1.5615 6.1101
C 3.3418 -0.1096 2.3713
H -3.1264 -0.5596 5.7008
H -3.1441 -0.4579 3.2175
H -4.0953 2.4229 3.5895
H -4.3135 1.3611 2.1709
H -1.7547 1.3890 1.9257
H -2.6462 2.8690 1.5630
H -0.6492 3.4316 2.8463
H -0.9267 3.8819 5.1434
H -3.7923 3.3337 5.1271
H -2.6361 3.6219 6.4628
H -2.0831 1.3301 6.6725
H -3.8224 1.5984 6.8615
H 3.9772 -0.2365 3.2575
H 2.8550 0.8884 2.3631
H 3.8237 -0.3901 1.4218
P 0.0565 -2.2873 -3.0357
P 2.0837 0.3902 -3.5368
C -0.4876 -0.7333 -3.7861
C 0.3180 0.3512 -3.9337
C -0.6024 -3.4134 -4.3800
C -1.7220 -3.1099 -5.1664
C -2.0649 -3.8572 -6.2973
C -1.3802 -5.0341 -6.5964
C -0.2941 -5.3916 -5.7932
C 0.1060 -4.5791 -4.7309
C -1.1045 -2.4098 -1.6122
C -0.9407 -1.5251 -0.5304
C -1.8005 -1.6205 0.5596
C -2.8752 -2.5161 0.5274
C -3.0373 -3.3816 -0.5557
C -2.1094 -3.3832 -1.5953
C 2.6088 0.9417 -5.2535
C 2.3679 0.1106 -6.3665
C 2.8410 0.4539 -7.6361
C 3.5112 1.6595 -7.8478
C 3.6526 2.5393 -6.7751
C 3.2606 2.1570 -5.4884
C 2.2458 1.9585 -2.6029
C 3.4297 2.1940 -1.8776
C 3.5352 3.3427 -1.1030
C 2.5070 4.2879 -1.0882
C 1.3886 4.1081 -1.9014
C 1.2311 2.9200 -2.6145
H -1.5045 -0.6736 -4.1881
H -0.0639 1.2370 -4.4668
H -2.3530 -2.2640 -4.9182
H -2.8758 -3.5123 -6.9421
H -1.6874 -5.6459 -7.4461
H 0.2396 -6.3133 -6.0234
H 0.9777 -4.8528 -4.1472
H -0.1503 -0.7733 -0.5598
H -1.6271 -1.0046 1.4385
H -3.5833 -2.5506 1.3502
H -3.8697 -4.0815 -0.5910
H -2.1639 -4.1221 -2.3950
H 1.7904 -0.8028 -6.2369
H 2.6837 -0.2241 -8.4743
H 3.9153 1.9166 -8.8265
H 4.0757 3.5278 -6.9344
H 3.4444 2.8283 -4.6533
H 4.2556 1.4859 -1.9196
H 4.4336 3.5151 -0.5219
H 2.5869 5.1783 -0.4719
H 0.6306 4.8834 -1.9897
H 0.3239 2.7405 -3.1851
C -0.0560 -1.9498 6.6037
C 0.8192 -0.7505 6.1885
C 1.2946 -0.0530 7.4710
C 2.0233 -1.1306 5.2995
H 0.5170 -2.6474 7.2360
H -0.4875 -2.4771 5.7488
H -0.8893 -1.5496 7.2020
H 0.1684 -0.0001 5.6563
H 1.9010 -0.7295 8.0936
H 1.9069 0.8189 7.2249
H 0.4540 0.2834 8.0837
H 3.0620 -0.9488 5.7047
H 1.9304 -2.2020 4.9248

Force components x, y, z for each atom (eV/Å):
1.09 0.75 1.98
0.20 -0.24 -0.18
-0.74 -0.11 0.13
0.71 0.53 -0.72
-0.68 0.11 -0.03
0.03 0.34 -0.18
0.67 0.34 -0.39
-0.11 -0.27 0.75
-0.34 0.37 0.39
-0.46 -0.24 -1.15
0.37 0.17 -0.41
-0.26 -0.23 0.54
-0.16 -0.39 -0.26
0.29 -0.09 0.70
-0.10 0.26 0.10
0.30 -0.08 0.15
0.21 -0.20 0.43
-0.16 -0.28 -0.51
0.16 0.14 0.27
-0.49 -0.27 -0.49
-0.22 0.03 0.00
0.42 -0.20 -0.34
-0.28 -0.03 -0.30
0.67 -0.30 -0.16
0.09 0.62 0.40
0.49 -0.61 -0.37
0.72 -0.13 -0.54
0.54 1.58 -0.22
-1.16 -0.73 -0.23
-0.28 -0.44 -0.13
-0.02 0.03 -0.24
-0.04 -0.08 0.21
0.18 0.36 0.25
-0.21 -0.05 -0.16
-0.14 0.24 0.18
-0.20 -0.14 -0.44
-0.21 -0.43 -0.27
-0.05 -0.20 -0.17
0.09 -0.07 -0.13
0.20 -0.07 0.17
0.02 0.45 0.30
0.06 0.05 -0.30
0.11 0.26 0.16
0.00 -0.06 0.13
-0.19 0.07 0.39
0.10 -0.28 0.07
-0.15 0.04 -0.06
0.01 0.09 -0.04
-0.60 0.08 -0.16
-0.09 0.16 -0.03
0.02 -0.08 -0.36
-0.07 -0.21 0.11
0.40 0.16 0.22
0.28 0.13 0.26
-0.07 -0.49 0.22
0.11 -0.02 -0.09
0.12 -0.19 0.30
0.19 0.16 0.25
0.01 0.26 0.17
0.02 -0.01 -0.04
-0.11 -0.17 0.04
-0.20 0.09 -0.12
0.12 0.02 -0.06
0.15 0.12 0.14
-0.14 0.29 0.13
0.18 0.03 -0.02
0.00 0.10 0.22
-0.25 -0.05 0.19
0.11 -0.20 0.07
-0.05 -0.01 -0.17
-0.23 0.03 0.07
-0.07 -0.03 0.03
0.07 -0.08 -0.12
0.08 -0.15 0.22
0.19 0.20 0.11
0.01 0.62 0.17
0.11 0.20 0.05
0.19 -0.03 -0.06
-0.94 -1.14 -1.45
-0.16 0.16 -0.33
0.11 -0.09 -0.01
0.04 -0.30 -0.09
0.38 -0.67 0.51
-0.10 0.10 -0.23
-0.01 -0.04 0.06
-0.04 0.02 -0.04
-1.21 -0.07 -0.72
0.40 0.46 1.30

Values from the calculation:
LUMO level	-0.916	eV
DFT total energy	-2396.27576	a.u.
highest occupied orbital energy	-6.5	eV
HOMO-LUMO gap	5.606	eV
relative energy (zero: lowest compared OMol25 entry of this formula, charge and spin)	3.8	kcal/mol